{"formula": "C13H35NO14S4", "method": "ωB97M-V with the def2-TZVPD basis set", "energy_ha": -3216.89186, "homo_lumo_gap_ev": 11.20, "smiles": "CCOS(C)(=O)=O.CCOS(C)(=O)=O.CCOS(C)(=O)=O.CCOS(C)(=O)=O.C[N+](=O)[O-]", "e_above_lowest_ev": 1.751, "total_charge": 0, "molar_mass_g_mol": 557.68, "lumo_energy_ev": 0.135, "symbols": ["C", "N", "O", "O", "H", "H", "H", "O", "S", "O", "O", "C", "C", "C", "H", "H", "H", "H", "H", "H", "H", "H", "O", "S", "O", "O", "C", "C", "C", "H", "H", "H", "H", "H", "H", "H", "H", "O", "S", "O", "O", "C", "C", "C", "H", "H", "H", "H", "H", "H", "H", "H", "O", "S", "O", "O", "C", "C", "C", "H", "H", "H", "H", "H", "H", "H", "H"], "positions_angstrom": [[-26.35796, 17.26154, 9.49525], [-25.10508, 16.36663, 9.53727], [-25.34271, 15.25932, 9.97658], [-24.01913, 16.88133, 9.31752], [-26.09391, 18.12898, 10.10017], [-27.10529, 16.73262, 10.08671], [-26.55488, 17.26051, 8.42319], [-24.36897, 19.35952, 17.23976], [-25.20283, 18.53381, 18.10065], [-26.23127, 19.17485, 18.94359], [-26.09853, 17.52731, 17.15007], [-25.50658, 17.09037, 15.91440], [-26.02617, 15.74806, 15.67402], [-24.21686, 17.38898, 19.31743], [-24.42496, 17.05282, 16.04397], [-25.80099, 17.68135, 15.04712], [-26.26720, 15.21293, 16.59252], [-25.30870, 15.01613, 15.30309], [-26.95628, 15.84208, 15.11353], [-23.67785, 16.76592, 18.60372], [-25.00934, 17.02098, 19.96907], [-23.53467, 17.93598, 19.96820], [-19.63712, 22.41303, 2.80413], [-19.28957, 22.06158, 4.16344], [-19.61105, 22.97892, 5.27600], [-19.91269, 20.55183, 4.40917], [-19.69095, 19.81685, 5.54947], [-19.12998, 18.44884, 5.23933], [-17.46152, 21.64207, 4.15639], [-20.70666, 19.65543, 5.91053], [-19.08272, 20.39854, 6.24215], [-19.33470, 18.19127, 4.20018], [-19.56095, 17.61942, 5.80007], [-18.04043, 18.46537, 5.21257], [-17.16149, 21.33342, 3.15498], [-17.20881, 20.76578, 4.75333], [-16.93107, 22.56673, 4.38382], [-31.71525, 19.17974, 12.42782], [-31.25711, 20.51308, 12.03478], [-29.86706, 20.69327, 11.67901], [-32.35760, 21.25135, 10.99021], [-31.78771, 22.23194, 10.07254], [-30.96879, 21.57669, 8.97523], [-31.59995, 21.47218, 13.57794], [-31.23309, 22.96859, 10.65378], [-32.48705, 22.96083, 9.66299], [-30.74975, 22.15443, 8.07728], [-31.52861, 20.69440, 8.66495], [-30.01063, 21.27169, 9.39594], [-32.62733, 21.83502, 13.60829], [-31.01299, 22.38944, 13.53082], [-31.20885, 20.75397, 14.29857], [-29.31541, 6.86038, 11.73653], [-29.21099, 8.22680, 12.26107], [-30.03034, 9.28726, 11.68663], [-29.64000, 8.10557, 13.86495], [-29.10187, 7.03804, 14.64119], [-28.45059, 7.46646, 15.93035], [-27.42104, 8.67727, 12.44553], [-28.30263, 6.52090, 14.11027], [-29.89586, 6.29757, 14.73805], [-28.03315, 6.60948, 16.45897], [-29.17121, 7.88680, 16.63186], [-27.66842, 8.22058, 15.84304], [-27.46017, 9.75771, 12.30685], [-27.06118, 8.09093, 11.60007], [-27.03950, 8.23823, 13.36735]], "atomic_forces_ev_per_a": [[1.02, -1.18, 0.41], [-0.88, 1.08, 1.72], [1.05, -0.37, -0.59], [-0.76, -0.86, -0.25], [0.01, 0.48, -1.05], [-0.03, -0.15, -0.55], [-0.42, 1.01, 0.31], [-0.47, -1.41, 1.03], [-1.93, 1.61, 1.54], [2.04, -1.24, -1.48], [1.10, 1.24, 1.13], [1.08, 0.07, 0.28], [-0.97, -2.31, 0.30], [-0.98, 1.37, -1.70], [0.05, 0.39, -0.26], [0.30, 0.76, 0.50], [-0.31, 0.46, 0.42], [0.00, 0.45, -1.03], [0.17, -0.65, -0.25], [-0.17, -0.60, 0.64], [0.11, -0.66, -0.55], [-0.03, 0.51, -0.58], [0.02, -0.44, 1.55], [0.68, -0.01, 0.59], [0.69, -2.22, -2.04], [0.33, 2.88, -2.98], [-0.80, -0.97, 1.72], [0.76, -0.17, -1.27], [-0.83, 0.24, -0.47], [0.16, 0.18, 0.82], [-0.15, -0.21, 0.37], [-0.48, 0.18, -0.15], [0.33, 0.33, 0.45], [0.12, -0.30, 0.63], [-0.56, 0.26, -0.24], [-0.23, 0.50, 0.63], [-0.03, -0.25, 0.40], [0.27, 1.79, -1.78], [-1.32, -0.11, 2.43], [-1.22, 0.10, -0.47], [1.37, -0.75, 0.17], [0.95, 1.17, -0.03], [0.17, -0.54, 0.34], [0.84, 0.32, -1.75], [0.77, -0.40, 0.32], [-1.25, -1.03, 0.05], [-0.35, 0.42, 0.25], [0.14, -0.12, -0.13], [-0.09, -0.21, -0.16], [-0.10, -0.91, 0.26], [0.38, -0.20, 0.11], [-0.53, 0.44, 0.38], [0.49, 2.10, 0.44], [-1.27, -1.52, 1.07], [1.67, -1.42, 1.10], [0.14, 1.23, -1.28], [0.84, -0.91, -0.55], [-0.78, 0.54, 1.05], [-2.11, -0.78, -1.06], [-0.12, -0.06, -0.58], [0.01, 0.09, 0.42], [0.08, -0.17, -0.27], [-0.17, 0.12, -0.04], [0.05, -0.09, -0.44], [0.69, -0.18, 0.25], [0.60, 0.54, -0.09], [-0.12, 0.50, -0.02]]}